# 1
# C21H26N2O6S

One molecule with the formula C21H26N2O6S in a non-equilibrium geometry (wB97M-V/def2-TZVPD, the OMol25 dataset).

## Properties
Spin multiplicity   1
Orbital gap   8.64 eV
Maximum force   0.0195 hartree/bohr
Relative energy (zero: lowest compared OMol25 entry of this formula, charge and spin)   0.342 eV
SMILES string   C[C@H]1CCCC[C@@H]1NC(=O)COC(=O)c1ccc(S(=O)(=O)NCc2ccco2)cc1
DFT total energy   -48299.959 eV
LUMO energy   -0.2908 eV

Last column: natural (NBO) charge in e.
CARTESIAN COORDINATES (ANGSTROEM)
H (-3.25320, 0.94371, -1.03812)  0.4244
C (-3.48843, -1.37446, 0.50677)  -0.2049
H (-3.08105, 3.37969, -0.97252)  0.2111
O (-1.48237, 2.74060, 0.18178)  -0.4896
H (3.12058, 0.35053, -2.21725)  0.2502
C (-5.40337, -0.70457, -0.99591)  -0.3983
C (-6.14197, -1.99120, -0.64303)  -0.3954
H (-6.79179, -1.81116, 0.21574)  0.1976
H (-0.19121, -1.57647, 0.14599)  0.2090
H (0.73830, 1.06705, -2.59465)  0.2403
H (0.45235, 2.19589, 1.51370)  0.2306
C (-4.49965, -0.26954, 0.15785)  -0.0624
H (-6.11655, 0.09189, -1.21582)  0.2163
S (4.73328, 0.31442, 0.14366)  2.3046
C (-2.59504, -0.94901, 1.67014)  -0.6129
H (-5.10404, -0.03910, 1.04133)  0.2284
H (2.81954, 1.46666, 1.86478)  0.2405
O (5.23024, -0.35848, -1.02236)  -0.9385
C (0.46514, 1.66957, -0.56450)  -0.1761
C (1.20654, 1.15454, -1.62628)  -0.1499
N (4.48457, -0.77201, 1.39977)  -0.8594
H (-4.53494, -3.31607, -1.18154)  0.1928
H (-3.20204, -0.68196, 2.53221)  0.2180
H (4.97906, -2.55935, 0.37432)  0.2194
H (3.42428, -2.81596, -1.81861)  0.2367
N (-3.81152, 0.95570, -0.19337)  -0.6251
O (5.49670, 1.39195, 0.69804)  -0.9312
C (-0.95223, 2.03045, -0.81158)  0.7990
C (4.17842, -2.13359, 0.99162)  -0.2720
H (5.23682, -0.70639, 2.06904)  0.4115
C (-4.24454, -2.66004, 0.84697)  -0.3988
H (-5.68006, -4.00677, -0.02974)  0.2094
O (1.76682, -1.76067, 0.77668)  -0.4054
C (-2.84629, 3.14447, 0.07094)  -0.1659
C (0.80055, -1.85034, -0.15230)  0.1007
C (1.03779, 1.79685, 0.70049)  -0.1139
H (-4.79059, -0.86616, -1.88656)  0.1927
C (2.51632, 0.76015, -1.42372)  -0.1875
C (2.34507, 1.39396, 0.89991)  -0.1996
C (-5.14626, -3.09495, -0.30351)  -0.3942
H (4.05266, -2.73305, 1.89832)  0.2250
H (-3.52797, -3.45175, 1.07561)  0.2087
C (2.92190, -2.14437, 0.18958)  0.2468
H (-1.92968, -1.76096, 1.95692)  0.2081
C (2.69393, -2.48250, -1.11152)  -0.2839
C (-3.79252, 2.04259, 0.59146)  0.6519
H (-2.94816, 4.02822, 0.70142)  0.2227
O (-1.56388, 1.69943, -1.80473)  -0.6258
H (-6.77023, -2.29759, -1.48127)  0.2103
C (1.30833, -2.29148, -1.33338)  -0.3209
H (-4.85071, -2.48995, 1.73933)  0.1984
C (3.06257, 0.87416, -0.16082)  -0.3020
H (-2.86305, -1.55661, -0.37680)  0.1867
H (0.77216, -2.46106, -2.24392)  0.2319
H (-1.98924, -0.08441, 1.40480)  0.2052
O (-4.43159, 2.17733, 1.61095)  -0.6154

# 2
# C21H26N4O5S

One molecule with the formula C21H26N4O5S in a non-equilibrium geometry (wB97M-V/def2-TZVPD, the OMol25 dataset).

## Properties
Spin multiplicity   1
Orbital gap   8.05 eV
Maximum force   0.3813 hartree/bohr
Relative energy (zero: lowest compared OMol25 entry of this formula, charge and spin)   23.787 eV
SMILES string   CCOC(CCn1c(SCC(=O)Nc2cc(C)on2)nc2ccccc2c1=O)OCC
DFT total energy   -49210.919 eV
LUMO energy   0.0126 eV

Last column: natural (NBO) charge in e.
CARTESIAN COORDINATES (ANGSTROEM)
H (-0.55552, 1.62507, -0.11413)  0.2067
H (1.34249, -1.37762, 3.27204)  0.1918
C (-2.08085, 2.00093, -3.50473)  -0.1977
C (-2.34515, -2.39118, 1.19726)  -0.2262
H (-4.34334, 1.67407, -0.89859)  0.2636
C (0.85459, -1.39210, 4.17930)  -0.0524
C (-0.55130, 1.90660, 0.90064)  -0.6147
C (0.31372, 0.89092, 1.81441)  -0.1008
H (1.90996, -1.35285, -0.36317)  0.4445
C (3.65599, 3.57900, -2.81610)  -0.6474
C (-1.02979, -1.70862, -0.76093)  0.3725
H (2.70211, 4.36723, -2.35137)  0.2144
C (-1.21576, -2.41392, 2.27428)  -0.3752
H (-0.22073, 2.82401, 0.87922)  0.2055
C (1.63542, -1.61295, -2.25795)  0.7013
S (-0.05680, -3.20428, -0.59099)  0.1773
H (-0.48755, -2.79625, 2.03371)  0.1557
C (-3.46164, 1.34860, -1.51204)  -0.1552
H (-3.67076, 2.97174, -2.89319)  0.1566
C (0.96636, -3.05071, -2.08934)  -0.5418
O (1.61215, -1.48063, -3.57983)  -0.6377
O (3.14660, 2.30998, -0.67291)  -0.2518
N (-0.75863, -1.19801, -1.91021)  -0.4931
O (-3.85683, -0.18655, 0.64842)  -0.6091
C (-0.98105, -0.76947, 2.54207)  0.3740
H (1.59280, 0.39165, 5.21945)  0.2180
H (4.45077, 3.76614, -2.35574)  0.2428
C (2.59463, 1.23285, -2.67484)  -0.3988
N (2.99063, 1.13048, -0.36463)  -0.1764
C (-2.94996, 1.95074, -2.70190)  -0.1659
H (0.46741, -3.49369, -2.83277)  0.2371
C (-1.50487, 0.14168, -2.13106)  0.0831
C (-1.22319, 0.78631, -3.18758)  -0.2033
C (3.18562, 2.60513, -2.09360)  0.3228
H (-1.67405, -2.60451, 3.21126)  0.2080
N (1.89571, -0.68361, -1.24933)  -0.6200
H (1.43875, 0.91975, 1.49569)  0.2168
H (-1.86206, 2.31291, -4.47561)  0.2339
C (2.48690, 0.38127, -1.42286)  0.2850
H (2.24700, 0.94372, -3.68724)  0.2614
H (-1.95351, -0.16583, 2.63190)  0.1817
H (3.33550, 3.48489, -3.77961)  0.2717
H (2.50982, -1.06711, 5.77730)  0.2177
H (-3.26219, -2.35505, 1.76240)  0.2807
C (-2.79420, -0.55072, -0.00755)  0.6746
N (-1.99444, -1.70918, 0.18929)  -0.4955
C (1.47724, -0.67526, 5.37681)  -0.6387
H (0.30387, 1.23403, 2.75931)  0.1985
C (-2.83135, 0.24751, -1.36251)  -0.0993
O (-0.54564, -0.44762, 3.82466)  -0.5854
H (-2.25764, -3.56774, 0.92120)  0.1991
H (1.97321, -3.59822, -1.94018)  0.2431
H (0.64243, -2.31186, 4.51902)  0.1769
O (-0.11679, -0.58829, 1.51706)  -0.5821
H (0.85730, -0.67072, 6.19138)  0.2159
H (-0.45987, 0.44643, -3.82578)  0.2326
H (-1.54348, 1.95093, 1.27020)  0.2036

# 3
# C21H26NO4Y

C21H26NO4Y as an isolated structure in a non-equilibrium geometry (wB97M-V/def2-TZVPD, the OMol25 dataset).

## Properties
Total charge   +2
Spin multiplicity   1
Orbital gap   8.01 eV
Maximum force   0.0372 hartree/bohr
DFT total energy   -32907.973 eV
LUMO energy   -5.8842 eV

Last column: natural (NBO) charge in e.
CARTESIAN COORDINATES (ANGSTROEM)
C (1.68505, 0.18202, 2.92573)  -0.0977
H (2.74723, -1.24573, 5.81552)  0.2360
O (-2.27010, -0.20520, -2.26624)  -0.6219
C (4.02293, 0.63088, 3.29381)  -0.2073
H (1.00177, 2.67389, -1.64277)  0.2188
H (4.85897, -0.19141, 5.09212)  0.2353
H (-3.68908, 1.30064, -2.53044)  0.2365
Y (-0.32769, -0.04323, -0.83740)  2.1720
C (-3.10834, -0.77784, 2.40275)  -0.2094
O (-0.40178, 1.49023, -2.64523)  -0.6252
C (1.63896, -0.53566, 4.12484)  -0.1808
C (2.14129, -1.18334, -2.49404)  -0.0977
C (0.96651, -1.90825, -3.11142)  -0.0982
H (1.70400, 0.84106, -3.99115)  0.2009
H (-1.81306, 2.49330, -1.47705)  0.2016
N (0.54719, 0.57832, 0.81116)  -1.1060
H (0.58485, -1.37363, -3.98480)  0.1955
C (2.78270, -0.67900, 4.89438)  -0.2067
H (-4.52168, -0.21165, 3.91293)  0.2410
C (-1.37666, -2.44112, -2.58578)  -0.1013
O (-0.08150, -1.99140, -2.10749)  -0.6279
C (3.96992, -0.09075, 4.48303)  -0.1477
C (0.83245, 2.24309, -2.63236)  -0.0921
C (-2.58990, 0.65388, 4.26213)  -0.1680
H (-2.89899, 1.16733, 5.16273)  0.2417
C (-0.87317, 0.13162, 2.65729)  -0.1365
C (-1.80638, -0.63579, 1.95208)  -0.1700
H (0.81286, 3.03709, -3.37767)  0.2356
H (-1.73177, -0.95767, -4.12054)  0.1995
C (-1.27376, 0.76437, 3.82388)  -0.1710
C (2.88903, 0.75991, 2.51519)  -0.1736
H (2.91317, 1.32468, 1.59214)  0.2218
C (-2.18642, -1.31257, -3.19458)  -0.0969
H (0.71468, -0.99878, 4.44487)  0.2258
H (-3.80758, -1.41478, 1.87575)  0.2281
C (0.49281, 0.32050, 2.07293)  0.3800
C (-3.50443, -0.11376, 3.55749)  -0.1831
C (-2.68897, 1.04559, -2.87372)  -0.0843
H (-1.24540, -3.22290, -3.33279)  0.2406
H (2.96058, -1.11630, -3.20874)  0.2369
H (-3.18707, -1.68407, -3.41826)  0.2365
C (1.88071, 1.21152, -2.97983)  -0.0823
H (-1.48781, -1.25002, 1.10605)  0.1324
H (1.26162, -2.91567, -3.40524)  0.2365
H (-1.77850, 2.97669, -3.18098)  0.2442
H (-1.88300, -2.87449, -1.72473)  0.2290
H (-0.56136, 1.36082, 4.38077)  0.2410
H (2.88285, 1.63277, -2.91477)  0.2366
H (-2.70651, 0.92036, -3.95453)  0.2146
C (-1.68238, 2.12961, -2.50340)  -0.0997
H (2.49407, -1.71664, -1.61222)  0.2358
O (1.74679, 0.12616, -2.03615)  -0.6004
H (4.95029, 1.09533, 2.98475)  0.2312